Entry 1:
{
  "formula": "C3H12NO6Y",
  "method": "ωB97M-V/def2-TZVPD",
  "s2": 0.759,
  "charge": -1,
  "multiplicity": 2,
  "homo_ev": [-4.545, -4.110],
  "relative_energy_kcal_mol": 0.0,
  "e_tot_ha": -666.1076,
  "lumo_energy_ha": [0.0907, 0.0368],
  "symbols": ["Y", "O", "H", "O", "H", "O", "H", "O", "H", "O", "H", "C", "O", "N", "C", "C", "H", "H", "H", "H", "H", "H", "H"],
  "xyz": [[-2.24294, -0.18267, -0.35304], [-4.03608, -0.76808, -1.48162], [-4.49942, -1.60648, -1.28944], [-1.16881, -2.21737, -0.73241], [-1.16695, -2.92921, -0.06323], [-1.54973, -0.02979, -2.57535], [-0.94623, 0.56268, -3.06454], [-2.99631, -0.85345, 1.62323], [-2.68306, -0.88360, 2.54817], [-2.81466, 1.95948, -0.59395], [-2.84124, 2.93103, -0.69352], [0.83386, 0.95781, 0.88820], [-0.24117, 0.58100, 0.51064], [2.02449, 0.47325, 0.58503], [3.32726, 0.98492, 1.10475], [2.19350, -0.73306, -0.26108], [0.89284, 1.85343, 1.52584], [3.82823, 1.59261, 0.35120], [3.92862, 0.09585, 1.29451], [3.23799, 1.57774, 2.01509], [1.29304, -1.31192, -0.46647], [2.83755, -0.56649, -1.12453], [2.78920, -1.48769, 0.25251]],
  "atomic_forces_ev_per_a": [[-1.84, -1.09, 0.58], [-0.48, -0.41, 0.21], [0.56, 0.58, -0.25], [0.31, 0.22, 0.65], [-0.15, 0.71, -0.56], [0.70, -0.05, -0.81], [-0.48, 0.02, 0.31], [0.65, 0.27, 0.62], [-0.33, 0.04, -1.00], [0.51, 0.65, -0.07], [0.04, -1.19, 0.09], [0.32, 1.60, 0.79], [-0.21, -0.54, -0.34], [2.07, -1.46, -0.68], [-1.06, -0.32, -0.42], [0.44, -0.59, 0.58], [0.13, 0.02, 0.24], [0.01, -0.02, -0.09], [0.11, 0.20, 0.18], [-0.30, -0.12, -0.04], [-0.60, 0.77, -0.37], [-0.55, 0.58, -0.40], [0.16, 0.13, 0.76]]
}

Entry 2:
{
  "formula": "C4H12O2",
  "method": "ωB97M-V/def2-TZVPD",
  "smiles": "CCO.CCO",
  "charge": 0,
  "homo_ev": -10.377,
  "relative_energy_kcal_mol": 18.2,
  "e_tot_ha": -310.0439,
  "lumo_energy_ha": 0.0322,
  "symbols": ["O", "C", "C", "H", "H", "H", "H", "H", "H", "O", "C", "C", "H", "H", "H", "H", "H", "H"],
  "xyz": [[3.11975, 4.33123, -0.65959], [5.34229, 3.39880, -0.46939], [3.87590, 3.26628, -0.07495], [3.45569, 5.18042, -0.30402], [5.98076, 2.68189, 0.07377], [5.63694, 4.42161, -0.18017], [5.51638, 3.27525, -1.55153], [3.43712, 2.29754, -0.38231], [3.77018, 3.35016, 1.02379], [0.54541, -4.98041, -0.59030], [-1.47018, -4.10165, -1.53713], [-0.12394, -3.73790, -0.80470], [1.39482, -4.68135, -0.20370], [-2.07237, -3.18462, -1.65130], [-2.04767, -4.83011, -0.94344], [-1.28718, -4.52916, -2.53730], [0.42508, -3.00973, -1.43224], [-0.31260, -3.26160, 0.17662]],
  "atomic_forces_ev_per_a": [[0.03, 0.27, 0.10], [0.15, 0.01, 0.17], [0.05, 0.24, 0.28], [-0.25, -0.84, -0.29], [-0.23, 0.26, -0.18], [0.23, -0.37, -0.16], [-0.23, 0.06, 0.43], [0.09, 0.66, -0.03], [0.16, -0.30, -0.33], [1.27, 1.18, 0.25], [0.58, 0.59, 0.61], [-1.88, -0.45, -0.65], [-0.48, -0.86, -0.24], [0.15, -0.37, -0.01], [0.30, 0.30, -0.20], [0.09, 0.19, 0.47], [0.11, -0.51, 0.21], [-0.15, -0.08, -0.43]]
}

Entry 3:
{
  "formula": "C5H10N2",
  "method": "ωB97M-V/def2-TZVPD",
  "smiles": "C[C@H]1N[C@H]1[C@H]1CN1",
  "charge": 0,
  "homo_ev": -9.294,
  "relative_energy_kcal_mol": 51.1,
  "e_tot_ha": -305.9425,
  "lumo_energy_ha": 0.0429,
  "symbols": ["C", "C", "N", "C", "C", "C", "N", "H", "H", "H", "H", "H", "H", "H", "H", "H", "H"],
  "xyz": [[1.36522, -1.19315, -0.87197], [1.01313, 0.20967, -1.32993], [-0.34046, 0.57566, -1.73257], [0.16872, 1.03408, -0.43390], [-0.17080, 0.52148, 0.94274], [-1.47477, 0.78091, 1.59055], [-1.10261, -0.57461, 1.17557], [1.72250, -1.82809, -1.68936], [0.52702, -1.70043, -0.38008], [2.16787, -1.12416, -0.12821], [1.77193, 0.69435, -1.93728], [-0.91183, -0.25615, -1.78122], [0.34438, 2.10955, -0.44799], [0.70856, 0.48604, 1.59048], [-1.52693, 0.93136, 2.66736], [-2.23044, 1.31090, 1.01391], [-1.57833, -0.79885, 0.30420]],
  "atomic_forces_ev_per_a": [[0.03, 0.00, 0.01], [0.37, -0.09, -0.03], [0.06, -0.15, -0.14], [0.10, 0.16, 0.05], [0.13, 0.07, -0.12], [-0.15, 0.24, 0.08], [-0.11, -0.16, -0.18], [-0.08, 0.17, 0.04], [0.12, 0.15, -0.15], [-0.05, -0.09, -0.12], [0.08, 0.02, 0.16], [-0.38, -0.04, 0.56], [-0.07, -0.13, 0.04], [-0.18, -0.02, -0.11], [0.02, -0.02, -0.22], [0.12, -0.10, 0.05], [0.01, -0.01, 0.10]]
}

Entry 4:
{
  "formula": "C5H9N",
  "method": "ωB97M-V/def2-TZVPD",
  "smiles": "C=C/C(N)=C/C",
  "charge": 0,
  "homo_ev": -7.989,
  "relative_energy_kcal_mol": 27.7,
  "e_tot_ha": -250.6229,
  "lumo_energy_ha": 0.0397,
  "symbols": ["C", "N", "C", "C", "C", "C", "H", "H", "H", "H", "H", "H", "H", "H", "H"],
  "xyz": [[-2.32105, -0.67338, 0.34010], [0.53043, -0.98487, 0.96605], [0.09519, -0.14652, -0.07664], [-1.19641, 0.01998, -0.36715], [1.94366, 1.46464, -0.36772], [1.20179, 0.49544, -0.87086], [-3.13730, -0.88033, -0.36867], [-2.74170, -0.02425, 1.11313], [-2.03401, -1.65086, 0.72552], [0.15928, -0.81401, 1.88783], [1.53090, -1.08277, 1.03570], [-1.39755, 0.63668, -1.23050], [1.79241, 1.86161, 0.63312], [2.75716, 1.94572, -0.89678], [1.28970, 0.18371, -1.90425]],
  "atomic_forces_ev_per_a": [[-0.45, 0.20, -0.67], [0.28, -0.17, 0.33], [0.28, -0.03, 0.03], [0.48, -0.30, -0.24], [0.51, 0.39, 0.26], [-0.91, -0.04, 0.11], [0.16, 0.19, 0.15], [-0.01, -0.30, 0.21], [0.21, 0.16, 0.33], [-0.33, 0.01, -0.11], [0.02, 0.15, -0.14], [-0.26, 0.18, 0.03], [-0.11, -0.29, 0.02], [-0.11, -0.10, -0.29], [0.25, -0.05, -0.03]]
}

Entry 5:
{
  "formula": "C4H3NS",
  "method": "ωB97M-V/def2-TZVPD",
  "smiles": "S=C1C=CC=N1",
  "charge": 0,
  "homo_ev": -9.218,
  "relative_energy_kcal_mol": 4.6,
  "e_tot_ha": -607.1007,
  "lumo_energy_ha": -0.0650,
  "symbols": ["C", "C", "C", "C", "H", "H", "H", "N", "S"],
  "xyz": [[-0.31464, 0.00331, 0.04090], [0.58480, 1.18695, 0.04433], [1.80898, 0.71649, -0.04929], [1.70047, -0.82560, 0.02203], [0.29033, 2.23514, -0.05126], [2.74242, 1.27292, -0.00472], [2.51914, -1.52912, -0.04596], [0.48123, -1.19344, -0.00639], [-1.97488, -0.00698, -0.01257]],
  "atomic_forces_ev_per_a": [[-1.91, -0.13, -0.37], [-0.84, 0.47, -0.63], [1.61, -1.34, 0.99], [-0.26, 1.82, -0.86], [-0.13, -0.58, 0.33], [-0.22, -0.13, -0.29], [0.06, 0.00, 0.17], [-0.51, -0.14, 0.51], [2.22, 0.04, 0.15]]
}

Entry 6:
{
  "formula": "C4H11N5S",
  "method": "ωB97M-V/def2-TZVPD",
  "charge": 0,
  "homo_ev": -8.589,
  "e_tot_ha": -830.8323,
  "lumo_energy_ha": 0.0141,
  "symbols": ["C", "C", "C", "C", "H", "H", "H", "H", "H", "H", "H", "H", "H", "H", "H", "N", "N", "N", "N", "N", "S"],
  "xyz": [[2.49716, -0.33853, 0.06657], [0.59744, 1.00024, -1.00741], [-0.66395, 1.72940, -0.53917], [-2.01480, -0.85225, 0.02500], [3.95624, -0.68694, 1.42125], [2.55925, -0.39608, 2.42926], [2.48993, -0.58601, -1.90591], [0.57791, 0.15901, 1.13372], [0.26407, 0.33886, -1.97276], [1.11084, 1.80757, -1.60569], [-0.30211, 2.62691, 0.00837], [-1.06278, 2.17840, -1.59396], [-3.96988, -0.47723, -0.48176], [-3.46927, -2.07172, -0.37932], [-0.16361, -1.08371, -0.02145], [3.07552, -0.31053, 1.36860], [3.09358, -0.86704, -1.04464], [1.25265, 0.39246, -0.03077], [-3.31601, -1.16218, -0.05880], [-1.07318, -1.57106, -0.36761], [-1.60711, 0.84914, 0.78943]],
  "atomic_forces_ev_per_a": [[-0.22, 0.13, -3.27], [-2.40, 0.69, -5.94], [0.33, 1.27, -1.48], [1.28, 2.26, -0.01], [2.28, -1.25, -0.10], [1.39, 0.37, -4.75], [1.18, -0.64, 2.06], [2.08, 1.58, -4.64], [0.49, 0.58, 2.14], [0.41, -0.50, 1.02], [-0.44, -0.47, -0.08], [-0.23, -1.36, 2.86], [0.88, -0.57, 0.77], [-0.22, -1.60, -0.62], [-1.74, -1.61, -1.17], [-3.99, 0.46, 2.07], [-2.45, 2.30, 2.53], [1.84, -3.64, 8.77], [-2.04, 1.87, 0.09], [2.48, 0.34, 0.93], [-0.90, -0.22, -1.17]]
}